[1]
Density functional theory data (ωB97M-V with the def2-TZVPD basis set) for C27H42Cl4NO2Si4Yb as an isolated structure in a non-equilibrium geometry.

XYZ file:
```
81
Properties=species:S:1:pos:R:3:lowdin_charge:R:1
Yb -0.926 -0.334 1.464 1.66
Cl -6.855 3.819 1.142 0.58
C -5.746 2.537 1.548 -0.73
C -6.056 1.644 2.548 -0.73
Cl -7.561 1.770 3.416 0.59
C -5.142 0.624 2.868 -0.61
Cl -5.501 -0.528 4.128 0.62
C -3.917 0.493 2.214 -0.43
O -3.035 -0.398 2.507 -0.23
C -3.601 1.406 1.131 -0.42
O -2.463 1.216 0.526 -0.28
C -4.525 2.411 0.848 -0.59
Cl -4.175 3.515 -0.452 0.68
C 4.074 2.083 -2.016 -0.23
Si 3.004 0.722 -1.225 0.30
C 3.327 -0.685 -2.464 -0.23
C 3.972 0.278 0.349 -0.24
Si 0.747 1.131 -0.651 0.34
Si 0.959 3.302 0.223 0.28
C -0.719 4.104 0.477 -0.24
C 1.717 3.132 1.958 -0.24
C 1.991 4.669 -0.595 -0.23
Si -0.138 1.518 -2.783 0.28
C -1.845 2.293 -2.713 -0.25
C 0.850 2.614 -3.978 -0.23
C -0.362 -0.105 -3.739 -0.24
H 5.093 1.703 -2.149 0.02
H 4.126 2.982 -1.404 -0.01
H 3.695 2.377 -2.997 0.01
H 4.404 -0.753 -2.648 0.02
H 2.836 -0.475 -3.420 0.01
H 2.981 -1.661 -2.125 0.00
H 4.877 -0.295 0.122 0.02
H 3.364 -0.313 1.040 0.00
H 4.272 1.193 0.871 0.01
H -1.426 3.404 0.924 0.00
H -1.159 4.418 -0.473 0.01
H -0.628 4.986 1.121 0.03
H 1.210 2.345 2.524 0.00
H 1.628 4.064 2.526 0.02
H 2.776 2.860 1.908 0.01
H 1.665 4.849 -1.623 0.01
H 3.055 4.432 -0.623 -0.01
H 1.868 5.600 -0.031 0.02
H -1.782 3.362 -2.492 0.01
H -2.436 1.848 -1.909 -0.02
H -2.376 2.171 -3.663 0.02
H 1.043 3.597 -3.539 0.01
H 0.287 2.757 -4.907 0.02
H 1.814 2.169 -4.232 0.00
H -1.087 -0.752 -3.238 0.02
H 0.573 -0.665 -3.821 0.00
H -0.731 0.098 -4.750 0.02
C 0.353 -5.169 2.764 -0.03
C -0.061 -3.769 2.394 -0.33
N 0.730 -2.047 1.287 -0.18
H -0.245 -5.921 2.237 0.08
H 0.207 -5.315 3.839 0.07
H 1.405 -5.344 2.542 0.06
C 0.313 -3.029 -1.543 -0.08
C 0.800 -3.615 -0.215 -0.49
C 1.162 -5.081 -0.412 -0.07
C 1.776 -2.660 0.478 -0.17
C -0.180 -3.250 0.921 -0.29
C 0.713 -2.487 2.756 -0.28
C -0.510 -1.854 3.427 -0.21
C -1.348 -3.168 3.033 -0.23
C -2.302 -3.015 1.885 -0.07
C -1.651 -3.012 0.711 -0.06
H 1.130 -3.017 -2.267 0.07
H -0.028 -1.998 -1.422 0.05
H -0.509 -3.624 -1.967 0.07
H 1.809 -5.185 -1.289 0.07
H 0.263 -5.684 -0.586 0.07
H 1.695 -5.486 0.444 0.05
H 2.412 -1.982 -0.080 0.00
H 1.703 -2.475 3.212 0.12
H -0.386 -1.800 4.509 0.04
H -1.777 -3.716 3.876 0.13
H -3.370 -2.904 2.009 0.10
H -2.118 -2.921 -0.263 0.10
```

* ΔE to the lowest compared entry with this formula, charge and spin: 37.9 kcal per mole
* total charge: -2
* multiplicity: 2
* HOMO-LUMO gap (alpha / beta): 4.46 / 4.45 eV
* highest occupied orbital energy (alpha / beta): -0.23 / -0.22 eV

[2]
Density functional theory data (ωB97M-V with the def2-TZVPD basis set) for an isolated ion of composition C27H42NO and charge +1 in a non-equilibrium geometry.

XYZ file:
```
71
Properties=species:S:1:pos:R:3:lowdin_charge:R:1
C 6.077 -1.233 -1.935 -0.08
C 6.018 -2.044 -0.645 -0.20
C 5.310 -1.320 0.520 -0.52
C 5.195 -2.289 1.709 -0.04
C 6.160 -0.131 0.975 -0.05
C 3.908 -0.918 0.095 -0.18
C 3.011 -1.888 -0.331 -0.02
C 1.722 -1.549 -0.694 0.00
C 1.287 -0.232 -0.646 -0.20
O -0.007 0.125 -0.955 -0.08
C -0.945 -0.876 -1.263 -0.20
C -2.323 -0.212 -1.288 -0.16
C -2.739 0.193 0.125 -0.15
C -3.991 1.076 0.167 -0.11
N -5.188 0.334 -0.207 0.00
C -5.522 0.322 -1.510 -0.01
C -6.604 -0.389 -1.965 0.01
C -7.370 -1.096 -1.048 0.04
C -7.035 -1.077 0.302 -0.17
C -7.880 -1.821 1.283 -0.03
C -5.908 -0.351 0.710 -0.15
C -5.506 -0.290 2.143 0.02
C 2.182 0.783 -0.260 -0.10
C 1.779 2.253 -0.284 -0.49
C 2.904 3.186 0.175 -0.05
C 1.440 2.632 -1.735 -0.03
C 0.542 2.509 0.604 -0.21
C 0.635 1.881 1.990 -0.08
C 3.464 0.399 0.107 0.04
H 6.676 -0.336 -1.810 0.07
H 5.078 -0.941 -2.251 0.07
H 6.527 -1.829 -2.725 0.07
H 7.033 -2.293 -0.330 0.12
H 5.502 -2.984 -0.849 0.11
H 6.186 -2.585 2.045 0.09
H 4.679 -1.808 2.537 0.09
H 4.646 -3.187 1.441 0.08
H 6.276 0.607 0.187 0.08
H 7.151 -0.484 1.252 0.09
H 5.720 0.347 1.847 0.09
H 3.301 -2.925 -0.388 0.11
H 1.061 -2.334 -1.027 0.10
H -0.727 -1.321 -2.244 0.14
H -0.934 -1.672 -0.505 0.13
H -2.255 0.671 -1.925 0.13
H -3.040 -0.911 -1.724 0.12
H -2.887 -0.708 0.724 0.12
H -1.921 0.759 0.572 0.11
H -4.122 1.500 1.162 0.13
H -3.868 1.903 -0.535 0.14
H -4.906 0.903 -2.177 0.14
H -6.851 -0.384 -3.013 0.13
H -8.231 -1.656 -1.379 0.13
H -8.730 -2.273 0.781 0.09
H -8.256 -1.155 2.057 0.10
H -7.312 -2.616 1.765 0.10
H -4.439 -0.449 2.276 0.09
H -5.755 0.687 2.562 0.12
H -6.032 -1.039 2.723 0.09
H 3.203 2.986 1.200 0.08
H 3.773 3.099 -0.473 0.09
H 2.557 4.216 0.122 0.09
H 2.312 2.494 -2.370 0.09
H 1.137 3.675 -1.789 0.09
H 0.633 2.016 -2.121 0.07
H -0.339 2.126 0.092 0.08
H 0.416 3.589 0.709 0.12
H -0.250 2.126 2.576 0.07
H 1.503 2.251 2.528 0.07
H 0.718 0.799 1.921 0.07
H 4.151 1.162 0.416 0.09
```

* ΔE to the lowest compared entry with this formula, charge and spin: 5.6 kcal per mole
* total charge: +1
* structure (SMILES): CCC(C)(C)c1ccc(OCCCC[n+]2cccc(C)c2C)c(C(C)(C)CC)c1
* multiplicity: 1
* HOMO-LUMO gap: 6.14 eV
* highest occupied orbital energy: -10.08 eV